ORCA calculation (the ωB97M-V functional and the def2-TZVPD basis) on a molecular structure, C26H21F5IrNP2Se2Te2.

Calculated values
HOMO-LUMO gap (alpha / beta) = 6.80 / 5.75 eV
lowest unoccupied orbital energy (alpha / beta) = -0.4 / -2.0 eV
strongest force on any atom = 0.59 eV Å⁻¹
E_HOMO (alpha / beta) = -7.167 / -7.802 eV
spin multiplicity = 5
electronic energy = -209077.36760 eV
energy above the lowest of the compared OMol25 structures with the same formula, charge and spin = 0.00 kJ/mol

Last column: Mulliken spin population.
CARTESIAN COORDINATES (ANGSTROEM)
Ir (-1.0540, -0.2615, 0.5128)  1.679
N (2.0591, 0.2595, 1.7939)  -0.018
P (2.6127, -0.0157, 0.1834)  -0.024
C (4.3732, 0.3908, 0.4404)  -0.001
C (5.1876, -0.3015, 1.3364)  0.006
C (6.5093, 0.0666, 1.5150)  0.000
C (7.0382, 1.1275, 0.7876)  0.000
C (6.2415, 1.8137, -0.1145)  0.000
C (4.9127, 1.4462, -0.2856)  -0.002
C (2.7121, -1.8420, 0.1028)  -0.024
C (2.9733, -2.4206, -1.1384)  -0.018
C (3.0993, -3.7931, -1.2667)  0.001
C (2.9586, -4.6106, -0.1534)  0.000
C (2.6846, -4.0498, 1.0828)  0.012
C (2.5588, -2.6736, 1.2081)  0.056
P (0.4205, 0.4098, 2.1862)  0.480
C (0.3395, -0.3757, 3.8027)  -0.079
C (0.9399, 0.1974, 4.9223)  -0.001
C (0.9300, -0.4836, 6.1285)  -0.001
C (0.3200, -1.7285, 6.2216)  0.002
C (-0.2855, -2.2974, 5.1106)  0.021
C (-0.2760, -1.6196, 3.8996)  0.009
C (0.2090, 2.1863, 2.4916)  0.005
C (1.1545, 3.0996, 2.0375)  0.008
C (0.9436, 4.4614, 2.2119)  -0.002
C (-0.2093, 4.9132, 2.8358)  0.014
C (-1.1567, 4.0029, 3.2870)  0.004
C (-0.9523, 2.6439, 3.1121)  0.026
H (2.6290, -0.1291, 2.5387)  0.001
H (4.7926, -1.1538, 1.8788)  0.001
H (7.1332, -0.4781, 2.2114)  0.000
H (8.0735, 1.4111, 0.9199)  0.000
H (6.6518, 2.6354, -0.6862)  0.000
H (4.2883, 1.9830, -0.9893)  0.002
H (3.0669, -1.7930, -2.0171)  -0.001
H (3.2908, -4.2290, -2.2372)  0.000
H (3.0475, -5.6836, -0.2532)  0.000
H (2.5517, -4.6823, 1.9509)  0.000
H (2.3141, -2.2568, 2.1767)  -0.009
H (1.4034, 1.1748, 4.8520)  0.001
H (1.3929, -0.0401, 6.9995)  0.000
H (0.3135, -2.2538, 7.1671)  0.000
H (-0.7667, -3.2624, 5.1837)  0.001
H (-0.7473, -2.0548, 3.0243)  -0.021
H (2.0551, 2.7488, 1.5525)  0.007
H (1.6855, 5.1664, 1.8612)  -0.003
H (-0.3744, 5.9748, 2.9666)  -0.001
H (-2.0603, 4.3517, 3.7692)  0.005
H (-1.7012, 1.9407, 3.4584)  0.008
Se (-3.2922, 0.3422, 1.2960)  0.438
Te (-3.9449, 2.5951, 0.5627)  0.330
Te (-1.9588, 3.3391, -1.0294)  0.326
Se (-0.5494, 1.3287, -1.2560)  0.465
F (-0.5803, -2.2087, -1.5821)  0.021
C (-1.2555, -2.1461, -0.3836)  0.305
F (-0.6720, -3.0984, 0.4369)  0.024
C (-2.6610, -2.7046, -0.6797)  -0.058
F (-3.4069, -2.7481, 0.4317)  0.005
F (-3.3009, -1.9540, -1.5793)  -0.003
F (-2.5999, -3.9578, -1.1665)  0.003